(1)
This record from the Open Molecules 2025 dataset describes a molecular structure, C48H66BrNO8Sr at a distorted geometry. The level of theory is ωB97M-V/def2-TZVPD.

Geometry as XYZ:
```
125
Properties=species:S:1:pos:R:3
Sr 2.03 2.01 0.80
C 2.19 4.21 -1.51
O 1.40 3.54 -0.54
C 0.57 2.58 -1.11
C 1.10 1.44 -1.70
C 2.57 1.10 -1.66
C 2.83 -0.38 -1.47
C 3.38 -1.18 -2.46
C 3.65 -2.53 -2.23
C 3.29 -3.05 -0.98
C 2.76 -2.27 0.03
C 2.37 -2.86 1.38
C 0.94 -2.52 1.74
C -0.11 -3.20 1.14
C -1.44 -2.85 1.37
C -1.68 -1.72 2.15
C -0.65 -1.01 2.76
C -0.95 0.29 3.49
C -1.82 1.22 2.67
C -3.20 1.17 2.78
C -4.05 1.97 2.02
C -3.44 2.83 1.10
C -2.07 2.92 0.98
C -1.43 3.77 -0.11
C -0.81 2.78 -1.07
C -1.63 1.94 -1.80
C -1.11 0.87 -2.53
C 0.24 0.61 -2.41
C -1.97 0.04 -3.48
C -1.45 0.27 -4.91
C -3.44 0.43 -3.44
C -1.86 -1.45 -3.14
C -1.20 2.13 1.78
O 0.09 2.25 1.68
C -5.57 1.93 2.14
C -6.11 3.33 2.50
C -6.05 0.96 3.22
C -6.18 1.49 0.80
C 0.65 -1.49 2.63
O 1.67 -0.93 3.35
C 1.63 -1.16 4.74
C -2.62 -3.64 0.81
C -3.47 -4.16 1.99
C -2.18 -4.84 -0.02
C -3.49 -2.74 -0.07
C 2.59 -0.88 -0.18
O 2.25 -0.07 0.78
C 4.40 -3.41 -3.23
C 3.63 -4.70 -3.52
C 4.64 -2.69 -4.57
C 5.77 -3.76 -2.63
H 1.57 4.66 -2.29
H 2.91 3.54 -1.99
H 2.76 4.98 -1.00
H 3.07 1.64 -0.87
H 3.04 1.44 -2.59
H 3.60 -0.73 -3.42
H 3.45 -4.11 -0.78
H 3.04 -2.47 2.15
H 2.49 -3.95 1.32
H 0.14 -4.01 0.46
H -2.69 -1.35 2.27
H 0.00 0.80 3.69
H -1.45 0.09 4.44
H -3.62 0.48 3.50
H -4.06 3.46 0.46
H -0.68 4.43 0.31
H -2.19 4.37 -0.61
H -2.69 2.12 -1.75
H 0.68 -0.27 -2.87
H -1.51 1.33 -5.17
H -2.04 -0.30 -5.64
H -0.41 -0.04 -5.00
H -3.58 1.48 -3.71
H -3.87 0.27 -2.45
H -4.00 -0.18 -4.16
H -0.82 -1.79 -3.17
H -2.44 -2.05 -3.84
H -2.24 -1.63 -2.13
H -5.66 3.67 3.44
H -7.20 3.30 2.61
H -5.86 4.06 1.73
H -5.64 1.23 4.19
H -5.74 -0.07 2.99
H -7.14 0.98 3.28
H -5.91 2.18 0.00
H -7.28 1.46 0.86
H -5.82 0.50 0.53
H 1.97 -2.19 4.96
H 0.63 -1.03 5.16
H 2.31 -0.43 5.18
H -2.87 -4.80 2.63
H -4.32 -4.73 1.62
H -3.85 -3.33 2.59
H -1.58 -5.53 0.58
H -1.59 -4.53 -0.88
H -3.06 -5.38 -0.38
H -3.85 -1.87 0.48
H -4.36 -3.29 -0.45
H -2.91 -2.38 -0.92
H 2.64 -4.47 -3.92
H 3.50 -5.30 -2.62
H 4.17 -5.31 -4.25
H 3.69 -2.41 -5.03
H 5.17 -3.36 -5.25
H 5.24 -1.79 -4.43
H 5.66 -4.31 -1.70
H 6.33 -2.84 -2.42
H 6.36 -4.37 -3.33
N 4.39 5.53 1.19
C 5.43 4.86 0.41
C 4.89 3.56 -0.22
O 5.32 3.22 -1.33
O 4.02 2.96 0.48
H 4.80 6.07 1.94
H 3.83 4.81 1.63
H 6.30 4.55 1.02
H 5.79 5.50 -0.40
O 4.69 -0.30 2.75
H 4.63 0.56 3.19
H 3.86 -0.31 2.25
O 0.11 4.34 3.82
H 0.07 3.68 3.11
H 0.93 4.08 4.26
Br 2.76 2.39 3.44
```

Multiplicity = 1
Energy relative to the best compared isomer or geometry (same formula, charge and spin) = 364.4 kJ/mol
F_max = 5.4 eV/A
Charge = -2
Kohn-Sham gap = 6.2 eV
E = -139602.685 eV

---

(2)
This record from the Open Molecules 2025 dataset describes a molecular structure, C48H67F3NiO4P2SSi at a distorted geometry. The level of theory is ωB97M-V/def2-TZVPD.

Geometry as XYZ:
```
127
Properties=species:S:1:pos:R:3
Ni -0.83 0.55 -0.82
C -0.33 -2.91 1.21
Si 0.00 -1.17 0.54
C 0.42 0.03 1.95
C 1.65 0.68 2.00
C 1.87 1.76 2.85
C 0.84 2.23 3.65
C -0.37 1.54 3.66
C -0.58 0.42 2.86
P -1.92 -0.77 3.25
C -3.44 0.28 3.47
C -4.71 -0.58 3.62
C -5.03 -1.39 2.36
C -5.18 -0.47 1.16
C -3.94 0.40 0.98
C -3.62 1.20 2.25
C -1.35 -1.09 5.00
C 0.12 -1.58 4.96
C 0.43 -2.55 6.09
C -0.41 -3.83 5.95
C -1.81 -3.53 5.40
C -2.22 -2.11 5.76
C 1.46 -1.61 -0.60
C 2.63 -2.21 -0.13
C 3.62 -2.64 -1.00
C 3.44 -2.50 -2.37
C 2.27 -1.95 -2.86
C 1.28 -1.50 -1.99
P -0.32 -0.76 -2.49
C -1.53 -2.09 -2.95
C -1.15 -2.91 -4.20
C -1.97 -4.19 -4.26
C -1.57 -5.14 -3.12
C -1.18 -4.35 -1.86
C -1.93 -3.02 -1.79
C -0.14 0.24 -4.03
C 0.52 1.59 -3.72
C 0.66 2.41 -5.00
C 1.62 1.74 -6.00
C 1.81 0.26 -5.68
C 0.48 -0.39 -5.31
H 0.40 -3.06 2.01
H -0.14 -3.65 0.44
H -1.32 -3.05 1.63
H 2.45 0.37 1.34
H 2.84 2.25 2.86
H 0.98 3.09 4.28
H -1.15 1.87 4.34
H -3.32 0.88 4.37
H -5.54 0.11 3.80
H -4.67 -1.24 4.48
H -5.93 -1.98 2.52
H -4.22 -2.09 2.17
H -6.06 0.18 1.30
H -5.37 -1.05 0.25
H -4.08 1.09 0.14
H -3.08 -0.23 0.72
H -4.45 1.88 2.46
H -2.74 1.80 2.09
H -1.38 -0.13 5.53
H 0.79 -0.73 4.98
H 0.31 -2.10 4.01
H 0.21 -2.07 7.05
H 1.49 -2.80 6.10
H -0.49 -4.33 6.92
H 0.11 -4.53 5.29
H -2.54 -4.25 5.78
H -1.82 -3.63 4.31
H -2.09 -1.96 6.83
H -3.28 -1.94 5.57
H 2.78 -2.33 0.93
H 4.53 -3.08 -0.62
H 4.20 -2.84 -3.06
H 2.13 -1.87 -3.93
H -2.42 -1.48 -3.20
H -0.09 -3.18 -4.16
H -1.30 -2.32 -5.10
H -1.85 -4.68 -5.23
H -3.03 -3.94 -4.18
H -0.72 -5.75 -3.44
H -2.39 -5.82 -2.91
H -0.10 -4.16 -1.85
H -1.40 -4.95 -0.97
H -1.79 -2.53 -0.83
H -3.00 -3.22 -1.86
H -1.20 0.46 -4.24
H 1.50 1.43 -3.27
H -0.07 2.14 -3.00
H 1.01 3.41 -4.75
H -0.33 2.53 -5.44
H 2.59 2.25 -6.00
H 1.23 1.85 -7.02
H 2.52 0.15 -4.86
H 2.24 -0.26 -6.54
H 0.61 -1.47 -5.22
H -0.22 -0.25 -6.13
F -3.23 5.06 -1.60
C -3.10 4.18 -0.61
F -2.80 4.83 0.51
F -4.27 3.56 -0.43
S -1.74 3.00 -1.01
O -2.25 2.03 -1.98
O -0.70 3.87 -1.48
O -1.45 2.30 0.26
C 6.68 5.16 -0.46
C 5.36 4.45 -0.43
C 5.24 3.14 -0.87
C 4.02 2.47 -0.87
C 3.98 1.05 -1.37
C 2.89 3.14 -0.39
C 1.58 2.50 -0.31
O 1.27 1.47 -0.88
C 2.99 4.47 0.08
C 1.79 5.23 0.59
C 4.22 5.10 0.04
H 7.50 4.47 -0.66
H 6.88 5.66 0.49
H 6.68 5.93 -1.24
H 6.12 2.62 -1.23
H 4.99 0.68 -1.53
H 3.44 0.98 -2.31
H 3.46 0.38 -0.68
H 0.83 3.01 0.31
H 0.97 5.23 -0.12
H 2.07 6.26 0.79
H 1.41 4.80 1.52
H 4.30 6.12 0.39
```

Multiplicity = 1
F_max = 1.4 eV/A
Charge = 0
Kohn-Sham gap (alpha / beta) = 7.7 / 7.7 eV
E = -145542.063 eV

---

(3)
This record from the Open Molecules 2025 dataset describes 12 unconnected molecules or ions with the total composition C48H67N5O21 at a distorted geometry. The level of theory is ωB97M-V/def2-TZVPD.

Geometry as XYZ:
```
141
Properties=species:S:1:pos:R:3
C 6.54 -9.98 -1.53
C 5.68 -10.14 -0.18
C 5.68 -8.88 0.69
O 4.35 -8.68 0.78
C 3.59 -9.57 0.14
O 2.38 -9.53 0.21
O 4.38 -10.39 -0.56
H 5.94 -9.48 -2.29
H 6.73 -10.99 -1.88
H 7.52 -9.56 -1.33
H 6.10 -11.03 0.29
H 6.13 -7.97 0.30
H 6.17 -9.10 1.64
C -7.40 3.23 4.25
C -7.75 4.55 4.89
C -7.17 5.82 4.43
O -8.28 6.56 4.10
C -9.34 5.90 4.35
O -10.52 6.28 4.01
O -9.07 4.79 4.96
H -6.34 2.98 4.30
H -7.84 3.28 3.26
H -7.90 2.41 4.77
H -7.31 4.45 5.88
H -6.59 5.74 3.51
H -6.50 6.33 5.11
C -5.52 -7.67 -2.97
C -4.47 -7.40 -4.03
C -3.29 -8.34 -3.88
O -2.94 -8.51 -5.23
C -4.08 -8.31 -6.01
O -4.04 -8.68 -7.21
O -4.97 -7.53 -5.36
H -5.19 -7.72 -1.93
H -6.25 -8.47 -3.06
H -6.07 -6.75 -3.16
H -4.21 -6.34 -3.99
H -3.63 -9.23 -3.36
H -2.57 -7.82 -3.25
C -6.78 9.91 -3.03
C -7.60 8.69 -2.65
C -7.91 7.79 -3.82
O -7.48 6.53 -3.41
C -6.89 6.57 -2.22
O -6.26 5.56 -1.75
O -6.87 7.80 -1.82
H -5.86 9.67 -3.57
H -6.61 10.48 -2.11
H -7.31 10.56 -3.73
H -8.45 9.04 -2.07
H -7.47 7.95 -4.80
H -8.99 7.72 -3.98
C 6.67 -1.35 -5.65
C 7.23 -0.49 -4.46
C 6.20 -0.24 -3.46
O 6.63 -1.02 -2.40
C 7.70 -1.83 -2.72
O 8.10 -2.82 -2.04
O 8.21 -1.27 -3.85
H 5.64 -1.18 -5.93
H 6.68 -2.44 -5.56
H 7.28 -1.10 -6.52
H 7.74 0.43 -4.75
H 5.21 -0.52 -3.84
H 6.27 0.79 -3.09
C 0.59 10.05 4.45
C -0.60 9.10 4.07
C -1.06 9.24 2.61
O -1.57 7.98 2.36
C -0.91 7.12 3.03
O -0.83 5.98 2.66
O -0.30 7.66 4.08
H 0.09 11.00 4.67
H 1.23 10.41 3.64
H 1.08 9.66 5.34
H -1.40 9.33 4.77
H -0.14 9.50 2.09
H -1.71 10.10 2.44
C 3.58 2.09 7.93
C 3.31 0.70 7.36
C 2.71 0.74 5.97
O 3.76 0.10 5.19
C 4.75 -0.39 5.99
O 5.74 -1.02 5.55
O 4.56 0.13 7.19
H 4.05 2.74 7.19
H 4.44 2.03 8.60
H 2.70 2.58 8.35
H 2.90 0.04 8.13
H 2.64 1.80 5.69
H 1.70 0.34 5.92
C 1.77 -4.82 -5.56
C 1.95 -5.16 -6.93
C 3.03 -6.05 -7.05
N 3.33 -6.31 -5.79
C 2.62 -5.61 -4.88
H 0.98 -4.21 -5.15
H 1.39 -4.65 -7.70
H 3.44 -6.53 -7.92
H 3.99 -7.05 -5.59
H 2.63 -5.75 -3.81
C 5.95 4.69 1.19
C 4.57 4.90 0.96
C 4.41 6.19 0.48
N 5.67 6.76 0.42
C 6.59 5.95 1.02
H 6.25 3.80 1.72
H 3.80 4.15 1.05
H 3.60 6.69 -0.04
H 5.96 7.66 0.07
H 7.59 6.22 1.33
C -2.12 -2.69 0.35
C -0.75 -2.86 0.46
C -0.10 -1.71 0.16
N -1.11 -0.73 -0.04
C -2.35 -1.30 0.21
H -2.99 -3.31 0.51
H -0.27 -3.80 0.69
H 0.93 -1.39 0.17
H -0.84 0.24 -0.11
H -3.30 -0.80 0.31
C -0.74 -4.06 6.82
C -1.07 -3.84 8.13
C -0.11 -4.50 8.95
N 0.84 -5.08 8.05
C 0.40 -4.79 6.80
H -1.26 -3.68 5.96
H -1.84 -3.17 8.48
H -0.03 -4.54 10.03
H 1.66 -5.62 8.31
H 0.89 -5.10 5.89
C -0.76 1.06 -6.35
C -0.41 0.71 -7.63
C -1.41 -0.10 -8.16
N -2.34 -0.24 -7.22
C -1.95 0.41 -6.09
H -0.15 1.68 -5.70
H 0.54 0.97 -8.08
H -1.54 -0.64 -9.09
H -3.10 -0.90 -7.20
H -2.58 0.45 -5.21
```

Multiplicity = 1
F_max = 8.9 eV/A
Charge = 0
SMILES = C[C@H]1COC(=O)O1.C[C@H]1COC(=O)O1.C[C@H]1COC(=O)O1.C[C@H]1COC(=O)O1.C[C@H]1COC(=O)O1.C[C@H]1COC(=O)O1.C[C@H]1COC(=O)O1.c1cc[nH]c1.c1cc[nH]c1.c1cc[nH]c1.c1cc[nH]c1.c1cc[nH]c1
Kohn-Sham gap = 8.2 eV
E = -101303.141 eV